# 1
Entry from OMol25: C36H32N8O3ReS3Si as an isolated structure (the ωB97M-V functional and the def2-TZVPD basis).

Its expectation value of S² is 0.810. Its spin multiplicity is 2. The energy is -98416.7905 eV. The calculation puts the HOMO-LUMO gap (spin up / spin down) at 4.82 / 4.95 eV. The largest force on an atom is 1.54 eV/Å. The net charge is +2.

Last column: Löwdin spin population.
CARTESIAN COORDINATES (ANGSTROEM)
Re: -0.441 -0.583 1.024  0.94
C: 3.537 -1.368 2.723  0.00
Si: 2.495 0.145 2.435  0.00
C: 1.391 0.373 3.908  0.00
C: 3.375 1.733 2.114  0.00
N: 1.455 -0.282 0.947  -0.10
C: 2.071 -0.414 -0.301  0.00
C: 3.451 -0.360 -0.532  -0.02
C: 3.945 -0.522 -1.810  0.01
C: 3.080 -0.737 -2.882  -0.03
C: 1.704 -0.766 -2.691  0.00
C: 1.240 -0.580 -1.410  -0.02
O: -0.096 -0.586 -1.045  0.04
C: -1.161 -0.351 -1.962  0.00
C: -2.227 -1.225 -1.910  0.00
C: -3.319 -0.974 -2.730  0.00
C: -3.315 0.129 -3.573  0.00
C: -2.221 0.984 -3.600  0.00
C: -1.123 0.752 -2.784  0.00
H: 3.997 -1.289 3.710  0.00
H: 4.335 -1.526 2.001  0.00
H: 2.905 -2.260 2.729  0.00
H: 2.041 0.640 4.744  0.00
H: 0.852 -0.528 4.194  0.00
H: 0.698 1.202 3.772  0.00
H: 4.007 1.961 2.975  0.00
H: 2.646 2.540 2.013  0.00
H: 3.994 1.753 1.221  0.00
H: 4.133 -0.173 0.282  0.00
H: 5.010 -0.470 -1.981  0.00
H: 3.477 -0.873 -3.878  0.00
H: 1.022 -0.909 -3.518  0.00
H: -2.199 -2.098 -1.268  0.00
H: -4.166 -1.645 -2.713  0.00
H: -4.165 0.320 -4.213  0.00
H: -2.218 1.850 -4.248  0.00
H: -0.286 1.432 -2.765  0.00
S: -3.545 -6.473 4.485  0.00
N: -2.543 -6.429 3.226  0.00
C: -2.198 -5.161 3.054  0.00
C: -1.311 -4.656 2.022  0.00
C: -0.630 -5.459 1.102  0.01
C: 0.200 -4.864 0.176  0.00
C: 0.317 -3.479 0.156  0.02
N: -0.331 -2.702 1.025  0.00
C: -1.119 -3.281 1.967  0.01
C: -1.709 -2.379 2.950  0.00
N: -1.365 -1.061 2.856  0.02
C: -1.823 -0.221 3.792  0.01
C: -2.636 -0.637 4.838  0.00
C: -3.001 -1.963 4.927  0.00
C: -2.527 -2.860 3.966  0.00
C: -2.794 -4.287 3.989  0.00
N: -3.583 -4.908 4.856  0.00
H: -0.762 -6.532 1.135  0.00
H: 0.753 -5.451 -0.542  0.00
H: 0.938 -2.977 -0.575  0.00
H: -1.526 0.812 3.695  0.00
H: -2.967 0.088 5.567  0.00
H: -3.636 -2.325 5.725  0.00
N: -0.046 4.341 -6.497  0.00
C: 0.315 4.120 -5.203  0.00
C: 1.346 3.216 -4.894  0.00
C: 1.705 2.991 -3.583  0.00
C: 1.038 3.650 -2.552  0.00
C: 0.029 4.566 -2.846  0.00
C: -0.334 4.792 -4.156  0.00
S: 1.498 3.354 -0.902  0.00
O: 2.822 2.801 -0.897  0.00
O: 1.191 4.517 -0.111  0.00
N: 0.532 2.112 -0.385  0.02
C: -0.537 2.337 0.290  0.01
S: -1.325 3.865 0.659  0.00
C: -2.661 3.017 1.374  0.02
C: -2.457 1.699 1.416  0.00
N: -1.232 1.275 0.870  0.05
H: 0.517 3.984 -7.248  0.00
H: -0.684 5.083 -6.722  0.00
H: 1.879 2.723 -5.696  0.00
H: 2.528 2.330 -3.345  0.00
H: -0.447 5.118 -2.048  0.00
H: -1.105 5.515 -4.385  0.00
H: -3.535 3.544 1.720  0.00
H: -3.165 0.966 1.768  0.00


# 2
Entry from OMol25: a 2-piece molecular cluster, C25H30ClN3O5 overall (the ωB97M-V functional and the def2-TZVPD basis).

Its spin multiplicity is 1. Its SMILES is CCCCCc1c(N(C)C(C)=O)cc(Cl)c2c1C(=O)N(CCC)C2=O.O=[N+]([O-])c1ccccc1. The energy is -53639.2022 eV. The calculation puts the HOMO-LUMO gap at 8.70 eV. The largest force on an atom is 1.10 eV/Å. The net charge is 0.

Last column: natural (NBO) charge in e.
CARTESIAN COORDINATES (ANGSTROEM)
C: -5.717 2.121 1.584  -0.61
C: -4.467 2.821 1.018  -0.39
C: -3.531 3.360 2.114  -0.40
C: -2.040 3.222 1.776  -0.39
C: -1.393 1.948 2.370  -0.47
C: -0.654 1.165 1.312  0.11
C: 0.664 1.482 0.893  0.17
N: 1.319 2.563 1.536  -0.49
C: 2.627 2.934 0.971  -0.42
C: 1.558 2.338 2.958  0.73
C: 1.748 0.926 3.437  -0.74
O: 1.631 3.276 3.686  -0.52
C: 1.238 0.772 -0.162  -0.27
C: 0.554 -0.263 -0.797  0.03
Cl: 1.309 -1.093 -2.121  0.03
C: -0.718 -0.616 -0.386  -0.19
C: -1.281 0.109 0.659  -0.15
C: -2.637 -0.502 0.879  0.70
O: -3.371 -0.428 1.815  -0.51
N: -2.925 -1.337 -0.248  -0.51
C: -3.941 -0.726 -1.134  -0.21
C: -4.282 -1.592 -2.354  -0.43
C: -3.612 -1.119 -3.657  -0.61
C: -1.684 -1.634 -0.880  0.70
O: -1.478 -2.540 -1.620  -0.50
H: -5.632 1.041 1.499  0.21
H: -5.827 2.345 2.639  0.20
H: -6.614 2.405 1.043  0.20
H: -3.922 2.155 0.355  0.18
H: -4.829 3.673 0.450  0.20
H: -3.759 2.882 3.064  0.20
H: -3.739 4.418 2.259  0.21
H: -1.499 4.094 2.133  0.22
H: -1.960 3.213 0.692  0.20
H: -2.195 1.309 2.722  0.25
H: -0.788 2.184 3.235  0.22
H: 3.331 2.096 1.019  0.17
H: 2.540 3.239 -0.065  0.22
H: 3.054 3.729 1.566  0.23
H: 0.781 0.472 3.619  0.25
H: 2.342 0.942 4.341  0.25
H: 2.257 0.327 2.683  0.23
H: 2.221 1.003 -0.535  0.24
H: -3.563 0.247 -1.462  0.17
H: -4.852 -0.547 -0.574  0.22
H: -5.356 -1.681 -2.460  0.21
H: -3.893 -2.582 -2.135  0.24
H: -3.247 -0.101 -3.550  0.20
H: -2.740 -1.733 -3.857  0.22
H: -4.270 -1.194 -4.515  0.21
C: 5.457 -1.998 -1.203  -0.18
C: 4.562 -2.659 -2.034  -0.21
C: 4.917 -3.867 -2.612  -0.21
C: 6.167 -4.393 -2.343  0.09
C: 7.072 -3.748 -1.523  -0.21
C: 6.711 -2.539 -0.950  -0.21
N: 6.542 -5.686 -2.941  0.52
O: 5.736 -6.221 -3.674  -0.37
O: 7.635 -6.137 -2.664  -0.38
H: 5.175 -1.056 -0.749  0.21
H: 3.587 -2.231 -2.226  0.23
H: 4.228 -4.388 -3.259  0.25
H: 8.044 -4.177 -1.330  0.25
H: 7.407 -2.022 -0.305  0.22


# 3
Entry from OMol25: the molecule C9H10N2OS (the ωB97M-V functional and the def2-TZVPD basis).

Its spin multiplicity is 1. The energy is -25351.8122 eV. The calculation puts the HOMO-LUMO gap (spin up / spin down) at 6.54 / 6.98 eV. The largest force on an atom is 3.97 eV/Å. The net charge is 0.

Last column: natural (NBO) charge in e.
CARTESIAN COORDINATES (ANGSTROEM)
C: -2.075 -1.183 -0.827  -0.23
C: -0.915 -1.051 -1.614  -0.20
C: -2.009 -1.567 0.512  -0.19
C: 0.350 -1.262 -1.089  -0.20
C: -0.782 -1.763 1.053  -0.21
C: 0.363 -1.684 0.271  -0.08
C: 3.309 -0.263 -0.674  -0.20
C: 1.584 -2.125 0.851  -0.43
C: 0.423 3.093 0.483  -0.29
N: 2.752 0.903 -0.616  -0.25
N: 1.715 1.371 -0.036  0.05
O: 1.736 2.728 0.163  -0.35
S: 3.032 -1.816 0.134  0.44
H: -3.015 -0.984 -1.451  0.22
H: -1.129 -0.691 -2.669  0.22
H: -2.962 -1.668 1.156  0.22
H: 1.150 -1.239 -1.789  0.23
H: -0.752 -2.015 2.016  0.21
H: 3.970 -0.358 -1.507  0.22
H: 1.739 -2.777 1.714  0.24
H: -0.387 2.501 -0.050  0.21
H: 0.475 4.205 0.465  0.21
H: 0.062 2.990 1.594  0.17


# 4
Entry from OMol25: the molecule C22H20N4O3S (the ωB97M-V functional and the def2-TZVPD basis).

Its spin multiplicity is 1. Its SMILES is O=C(NCc1cccs1)c1ccc(Nc2nc3ccccc3n(CCO)c2=O)cc1. The energy is -46077.1413 eV. The calculation puts the HOMO-LUMO gap at 7.77 eV. The largest force on an atom is 2.78 eV/Å. The net charge is 0.

Last column: natural (NBO) charge in e.
CARTESIAN COORDINATES (ANGSTROEM)
O: 5.317 -1.181 -1.554  -0.63
O: -0.602 3.321 3.349  -0.66
N: -1.717 1.246 0.611  -0.43
O: -2.458 3.235 5.393  -0.74
S: 3.010 -5.997 -2.941  0.44
C: 4.157 -1.621 -1.527  0.65
C: -1.378 2.763 2.529  0.61
C: -0.896 1.757 1.530  0.35
C: 2.615 -6.670 -4.489  -0.42
C: 3.093 -5.869 -5.512  -0.25
C: 3.830 -4.737 -5.033  -0.25
C: 3.926 -4.714 -3.648  -0.22
C: -5.367 1.046 -0.081  -0.23
C: -5.886 1.970 0.822  -0.20
C: -3.978 0.842 -0.100  -0.17
C: 1.786 -1.001 -0.972  -0.18
C: 3.582 0.193 0.076  -0.13
C: 0.889 -0.268 -0.216  -0.21
C: 2.689 0.893 0.844  -0.25
C: -5.051 2.695 1.703  -0.26
C: -3.121 1.571 0.746  0.06
C: 3.167 -0.831 -0.789  -0.17
C: 1.329 0.676 0.739  0.16
C: -3.643 2.531 1.620  0.20
N: 0.503 1.466 1.564  -0.57
N: 3.745 -2.801 -2.136  -0.62
N: -2.688 3.244 2.428  -0.40
C: 4.720 -3.676 -2.834  -0.23
C: -3.437 3.996 4.682  -0.06
C: -3.101 4.389 3.253  -0.25
H: -1.612 3.226 4.882  0.50
H: 2.077 -7.594 -4.687  0.25
H: 3.109 -6.122 -6.576  0.23
H: 4.309 -4.039 -5.703  0.23
H: -6.026 0.482 -0.789  0.23
H: -6.952 2.123 0.928  0.22
H: -3.496 0.153 -0.780  0.23
H: 1.403 -1.698 -1.715  0.21
H: 4.623 0.416 0.204  0.24
H: -0.170 -0.502 -0.314  0.24
H: 3.011 1.696 1.453  0.21
H: -5.502 3.413 2.376  0.22
H: 0.997 1.980 2.298  0.43
H: 2.777 -3.104 -1.963  0.41
H: 5.314 -3.072 -3.527  0.23
H: 5.349 -4.174 -2.114  0.21
H: -3.655 4.927 5.184  0.17
H: -4.349 3.377 4.681  0.17
H: -3.948 4.928 2.818  0.22
H: -2.295 5.114 3.287  0.23


# 5
Entry from OMol25: a 2-piece molecular cluster, C3H8IN2O overall (the ωB97M-V functional and the def2-TZVPD basis).

Its spin multiplicity is 1. The energy is -16357.7400 eV. The calculation puts the HOMO-LUMO gap at 8.05 eV. The largest force on an atom is 2.48 eV/Å. The net charge is +1.

Last column: natural (NBO) charge in e.
CARTESIAN COORDINATES (ANGSTROEM)
C: 1.640 -0.894 -1.715  -0.87
C: -1.184 -0.333 2.403  -0.21
C: -1.332 0.042 1.132  -0.18
N: -0.337 1.369 -0.531  -0.49
N: -0.240 0.756 0.592  0.37
O: 0.826 0.785 1.137  -0.26
I: -2.975 -0.425 -0.081  0.31
H: 1.448 -0.959 -2.781  0.24
H: 0.743 -1.388 -1.261  0.20
H: 2.529 -1.526 -1.780  0.25
H: -0.165 -0.096 2.887  0.27
H: 1.762 0.085 -1.294  0.18
H: -1.957 -0.876 2.976  0.26
H: -1.296 1.506 -0.969  0.46
H: 0.537 1.955 -0.715  0.46


# 6
Entry from OMol25: a 3-piece molecular cluster, C7H14S overall (the ωB97M-V functional and the def2-TZVPD basis).

Its spin multiplicity is 1. Its SMILES is C[C@@H]1CCCS1.[H][H].C#C. The energy is -18317.5124 eV. The calculation puts the HOMO-LUMO gap at 9.28 eV. The largest force on an atom is 3.12 eV/Å. The net charge is 0.

Last column: natural (NBO) charge in e.
CARTESIAN COORDINATES (ANGSTROEM)
C: 1.050 -1.488 -0.535  -0.31
C: -4.435 0.258 0.129  -0.23
C: 1.696 -0.396 0.315  -0.40
C: 0.748 0.852 0.157  -0.40
C: -0.639 0.393 0.373  -0.50
C: 1.187 -2.727 0.300  -0.60
C: -5.023 -0.688 0.615  -0.22
S: -0.711 -0.947 -0.853  0.13
H: -3.889 1.089 -0.165  0.22
H: 1.820 -0.668 1.366  0.20
H: 2.655 -0.087 -0.133  0.22
H: 1.046 1.641 0.869  0.20
H: 0.874 1.216 -0.841  0.21
H: -0.751 -0.212 1.201  0.21
H: -1.400 1.104 0.221  0.22
H: 0.693 -3.527 -0.142  0.21
H: 0.802 -2.600 1.282  0.20
H: 2.190 -2.960 0.428  0.20
H: 1.492 -1.539 -1.492  0.22
H: -5.642 -1.502 0.822  0.23
H: 3.106 3.554 -3.721  0.00
H: 3.541 3.891 -3.183  0.00


Molecular weight, record by record: 935.2 488.0 194.3 420.5 215.0 130.3 g/mol